ORCA calculation (wB97M-V/def2-TZVPD) on C26H48Br20ClN5O3 as an isolated structure.

Values from the calculation:
Multiplicity = 1
DFT total energy = -53459.18080 hartree
Frontier orbital gap = 5.75 eV
Lowest unoccupied orbital energy = -0.3 eV
F_max = 12.83 eV Å⁻¹

Each line ends with the Mulliken charge.
Cartesian coordinates (Å):
N -3.275 -5.416 1.313  -0.397
C -3.653 -4.555 0.163  0.148
O -4.529 -4.884 -0.686  -0.591
C -2.865 -3.171 -0.011  0.301
C -1.259 -3.363 -0.262  -0.690
N -0.852 -4.762 -0.513  0.042
C -1.064 -5.726 -1.559  0.380
N -1.745 -5.510 -2.702  -0.157
Cl -2.484 -4.072 -3.243  0.016
N -0.459 -7.027 -1.287  -0.660
C 0.197 -6.815 0.017  -0.446
N -0.079 -5.454 0.391  0.802
C 0.523 -5.024 1.693  0.128
O 0.087 -5.472 2.802  -0.641
O 1.635 -4.131 1.678  -0.483
H -4.098 -5.876 1.728  0.314
H -2.619 -6.127 0.922  0.158
H -3.322 -2.648 -0.937  0.021
H -3.069 -2.502 0.912  0.251
H -0.742 -2.844 0.615  0.142
H -0.989 -2.738 -1.202  0.413
H -1.830 -6.330 -3.337  0.294
H 0.787 -7.594 0.594  0.570
Br -5.040 0.499 0.217  -0.134
C -3.565 1.748 0.470  -0.549
C -2.238 1.071 0.237  -0.637
Br -1.736 -0.043 1.755  -0.120
H -3.669 2.166 1.471  0.371
H -3.729 2.536 -0.267  0.362
H -1.439 1.810 0.151  0.399
H -2.230 0.429 -0.644  0.346
Br 2.211 -2.457 2.634  -0.154
C 1.919 -2.584 4.557  -0.640
C 2.909 -1.738 5.322  -0.554
Br 4.660 -2.591 5.399  -0.180
H 1.966 -3.643 4.816  0.384
H 0.902 -2.220 4.713  0.346
H 2.599 -1.630 6.364  0.385
H 3.057 -0.749 4.888  0.319
Br 2.626 -6.413 -0.614  0.084
C 3.951 -7.614 -1.392  -0.624
C 4.937 -6.859 -2.249  -0.618
Br 4.158 -6.385 -3.972  -0.142
H 3.403 -8.382 -1.940  0.363
H 4.455 -8.073 -0.539  0.379
H 5.797 -7.486 -2.489  0.360
H 5.285 -5.932 -1.792  0.380
Br -7.981 1.590 -3.220  -0.130
C -8.087 -0.350 -3.377  -0.588
C -6.830 -1.010 -2.866  -0.204
Br -5.375 -0.852 -4.153  -0.150
H -8.297 -0.574 -4.423  0.409
H -8.946 -0.638 -2.768  0.342
H -6.983 -2.084 -2.740  0.386
H -6.471 -0.587 -1.926  -0.080
Br -11.049 1.312 -6.073  -0.123
C -11.659 1.405 -4.224  -0.530
C -13.165 1.465 -4.146  -0.574
Br -13.827 3.242 -4.594  -0.106
H -11.169 2.268 -3.771  0.397
H -11.285 0.493 -3.755  0.205
H -13.504 1.284 -3.125  0.366
H -13.660 0.762 -4.818  0.391
Br 6.689 0.728 6.438  -0.128
C 8.020 -0.474 5.675  -0.540
C 9.000 0.276 4.807  -0.599
Br 8.217 0.722 3.079  -0.121
H 7.475 -1.252 5.139  0.276
H 8.527 -0.918 6.534  0.378
H 9.864 -0.349 4.575  0.354
H 9.343 1.211 5.252  0.392
Br -15.844 6.737 -5.730  -0.137
C -14.240 7.707 -6.263  -0.569
C -12.991 6.986 -5.819  -0.496
Br -12.670 7.237 -3.913  -0.113
H -14.325 8.714 -5.853  0.373
H -14.288 7.758 -7.353  0.342
H -12.111 7.402 -6.312  0.338
H -13.027 5.911 -5.997  0.231
Br 11.977 2.920 2.914  -0.138
C 10.721 2.591 1.461  0.028
C 11.395 2.717 0.116  -0.733
Br 11.670 4.586 -0.366  -0.156
H 9.890 3.285 1.595  -0.042
H 10.365 1.573 1.618  0.135
H 10.759 2.311 -0.672  0.393
H 12.371 2.232 0.076  0.466
Br 6.801 4.104 1.151  -0.109
C 7.916 4.997 -0.176  -0.463
C 7.076 5.731 -1.191  -0.623
Br 6.293 4.500 -2.484  -0.158
H 8.558 4.234 -0.616  0.220
H 8.530 5.697 0.394  0.386
H 7.694 6.409 -1.783  0.387
H 6.254 6.292 -0.747  0.371
Br 9.095 5.197 4.179  -0.085
C 7.660 5.467 5.469  -0.485
C 6.392 5.924 4.791  -0.405
Br 6.490 7.810 4.305  -0.142
H 8.030 6.172 6.214  0.362
H 7.514 4.492 5.940  0.249
H 5.543 5.850 5.472  0.349
H 6.169 5.372 3.877  0.166